# 1
8
Properties=species:S:1:pos:R:3 method="wB97M-V/def2-TZVPD" max_force_ha_per_bohr=0.0467 multiplicity=3 total_charge=0 e_lumo_ev="0.15 / -2.40" homo_energy_ev="-8.04 / -8.55"
S 1.5780 -0.0720 -1.3043
Cl -2.0040 -0.8668 0.7525
S -0.8998 -1.5027 -2.4368
H -0.4119 1.1047 2.0013
C 0.2676 0.6929 1.2708
C -0.5285 -0.1326 0.6031
C 0.3133 -0.7771 -1.8520
S 1.6853 1.5537 0.9654

---

# 2
7
Properties=species:S:1:pos:R:3 method="wB97M-V/def2-TZVPD" max_force_ha_per_bohr=0.0898 multiplicity=3 total_charge=0 e_lumo_ev="-0.28 / -3.82" homo_energy_ev="-7.93 / -9.64"
O -0.2555 0.9598 -0.1064
O 0.0023 -1.2330 -0.2942
H -2.8286 -1.2053 -0.1274
C 0.6259 -0.1826 -0.3586
C -1.5401 0.6615 0.1308
C -2.1082 -0.4569 0.1559
Cu 2.5910 0.3433 -0.2322

---

# 3
8
Properties=species:S:1:pos:R:3 method="wB97M-V/def2-TZVPD" max_force_ha_per_bohr=0.0475 multiplicity=9 total_charge=0 e_lumo_ev="-0.34 / -0.62" homo_energy_ev="-6.25 / -7.06"
O -0.4927 0.3347 -1.0117
H 0.5155 -1.0494 -2.2460
C 1.1115 -1.2242 -0.2356
C -0.8741 0.3988 0.2961
O 1.2891 -1.8834 0.7294
Eu -1.3456 2.5472 2.9462
O -0.6398 1.5423 0.7540
C 0.4360 -0.6661 -1.2324